(1)
The following is a quantum chemistry calculation of a structure of composition C34H39N5ORu at a distorted geometry, from the OMol25 dataset.

The calculation puts the maximum force at 0.1098 Eh/bohr. The charge is -1. The value obtained for the relative energy (zero: lowest compared OMol25 entry of this formula, charge and spin) is 0.0 kJ/mol. The spin multiplicity is 6. For the HOMO-LUMO gap (alpha / beta), the calculation gives 3.06 / 6.78 eV.

Structure (XYZ):
```
80
Properties=species:S:1:pos:R:3:lowdin_charge:R:1
Ru 0.661 -0.441 0.080 1.17
O -3.868 -2.414 5.110 0.00
N -0.665 -2.805 -2.047 -0.01
N -1.883 -0.067 1.554 0.01
N 1.080 -2.610 3.842 0.08
N 0.374 -1.064 -2.935 -0.08
N -1.784 -1.571 5.475 0.13
C 0.328 -3.301 -2.877 -0.19
C 1.032 1.675 -5.268 -0.03
C 0.837 -2.214 -3.587 -0.11
C 3.571 0.813 -0.663 -0.04
C 2.615 -0.089 -4.561 -0.06
C -1.076 -3.931 2.645 -0.07
C -0.734 -4.198 3.964 -0.08
C -0.316 -3.055 1.923 -0.06
C 1.304 0.618 -4.401 -0.21
C 0.789 -2.434 2.545 -0.36
C -3.015 0.502 1.126 -0.24
C 0.322 0.237 -3.451 -0.16
C 3.170 -0.092 2.336 -0.03
C 1.239 1.929 -0.149 -0.27
C -0.144 2.421 -5.186 -0.28
C -1.897 -0.625 2.774 -0.16
C 1.002 1.273 2.050 -0.24
C 0.404 -3.547 4.520 -0.16
C -1.084 2.051 -4.218 -0.01
C -0.231 -1.531 -1.708 -0.25
C 0.445 2.086 1.035 -0.23
C -2.976 -1.659 4.781 -0.54
C -0.676 3.032 1.201 -0.04
C -0.401 3.550 -6.141 -0.07
C -4.235 0.350 1.807 -0.12
C 2.219 0.722 1.540 -0.31
C 1.657 -1.450 1.882 -0.14
C -2.001 0.499 -2.466 -0.06
C 2.344 1.045 0.154 -0.36
C -0.893 0.959 -3.357 -0.20
C 0.556 1.082 3.450 -0.03
C -3.054 -0.829 3.531 -0.18
C -4.268 -0.380 2.989 -0.10
C 1.173 2.797 -1.347 -0.04
H -0.454 -2.757 0.889 0.07
H 1.755 1.923 -6.048 0.11
H 1.639 2.303 -2.207 0.06
H 0.128 3.006 -1.603 0.07
H -1.716 0.493 -1.398 0.03
H 0.692 -3.826 5.537 0.09
H 4.397 1.514 -0.443 0.09
H 3.955 -0.199 -0.484 0.07
H -2.828 1.208 -2.594 0.08
H 1.680 3.768 -1.197 0.09
H -0.980 3.246 -7.023 0.08
H -1.943 -4.360 2.172 0.11
H -2.949 1.097 0.211 0.06
H 0.725 0.048 3.787 0.06
H -0.506 1.314 3.581 0.08
H -0.953 4.368 -5.669 0.07
H 2.278 -1.962 1.096 0.10
H -0.945 -0.978 3.179 0.06
H 3.335 0.917 -1.727 0.05
H -0.334 4.002 1.590 0.09
H 2.457 -1.044 2.719 0.05
H 0.544 3.954 -6.513 0.07
H -2.034 2.580 -4.138 0.11
H 1.337 -2.165 -4.518 0.06
H -2.369 -0.505 -2.735 0.10
H 2.508 -1.043 -5.097 0.06
H 3.272 0.510 -5.211 0.08
H -1.759 -2.069 6.365 0.10
H 3.560 0.347 3.259 0.11
H 3.135 -0.263 -3.605 0.08
H -5.123 0.808 1.377 0.08
H 1.116 1.732 4.139 0.09
H -5.195 -0.595 3.519 0.09
H -1.125 -0.820 5.374 0.08
H 3.961 -0.530 1.718 0.09
H -1.170 3.215 0.242 0.08
H -1.303 -4.910 4.552 0.10
H 0.706 -4.305 -2.948 0.07
H -1.417 2.639 1.902 0.07
```



(2)
The following is a quantum chemistry calculation of a cluster of 9 separate species, C3H26NO9 in total at a distorted geometry, from the OMol25 dataset.

The calculation puts the maximum force at 0.0638 Eh/bohr. The charge is +1. The value obtained for the relative energy (zero: lowest compared OMol25 entry of this formula, charge and spin) is 0.0 kJ/mol. For the HOMO-LUMO gap, the calculation gives 11.11 eV.

Structure (XYZ):
```
39
Properties=species:S:1:pos:R:3:nbo_charge:R:1
O 0.317 2.015 2.340 -1.00
O 0.455 -0.629 2.828 -1.00
O 2.484 -0.602 1.068 -1.01
O 2.240 1.955 0.486 -1.00
O -1.770 1.968 -1.358 -0.99
O 0.709 2.968 -1.490 -1.00
O -2.307 -2.290 -1.466 -0.73
O -2.042 1.366 1.224 -0.97
O 2.424 -2.818 -0.472 -0.95
N -1.412 -1.150 0.834 -0.75
C -1.367 -1.267 -1.643 0.06
C -0.504 -1.212 -0.380 -0.24
C -0.546 -1.446 -2.894 -0.64
H 3.087 2.372 0.608 0.50
H 2.688 -3.561 0.034 0.49
H 0.987 2.145 1.621 0.52
H -0.873 2.353 -1.437 0.51
H -0.875 -1.333 1.700 0.45
H -2.227 -1.725 0.688 0.44
H 0.346 0.342 2.731 0.52
H 2.508 -1.349 0.501 0.50
H -1.818 -0.137 0.962 0.46
H -1.279 1.737 1.645 0.50
H 3.108 -2.733 -1.160 0.50
H 0.084 -0.331 -0.377 0.21
H 1.771 -0.746 1.737 0.50
H 0.196 -2.041 -0.264 0.23
H -2.033 -0.327 -1.714 0.22
H -2.359 2.609 -1.714 0.49
H 0.159 -2.242 -2.816 0.21
H 2.395 1.006 0.614 0.52
H -1.136 -1.536 -3.749 0.24
H 0.361 2.787 2.890 0.51
H 1.320 2.514 -0.836 0.51
H 1.224 3.114 -2.320 0.49
H 0.694 -0.882 3.709 0.51
H 0.107 -0.524 -3.144 0.23
H -2.121 1.732 0.327 0.51
H -2.011 -3.110 -1.853 0.48
```



(3)
The following is a quantum chemistry calculation of a structure of composition C24H50ClNO3P2PdSi2 at a distorted geometry, from the OMol25 dataset.

The calculation puts the maximum force at 0.0634 Eh/bohr. The value obtained for the relative energy (zero: lowest compared OMol25 entry of this formula, charge and spin) is 28.3 kJ/mol. The spin multiplicity is 5. For the HOMO-LUMO gap (alpha / beta), the calculation gives 3.43 / 4.16 eV.

Structure (XYZ):
```
84
Properties=species:S:1:pos:R:3:lowdin_charge:R:1
Pd 0.272 1.036 -0.092 0.68
Cl -2.646 0.639 0.901 0.51
P -0.732 -2.847 0.690 1.22
P -0.149 3.220 0.101 0.85
Si 1.883 -2.832 -1.082 0.50
Si 2.096 2.980 -1.857 0.47
O 1.723 -1.415 2.634 -0.14
O 1.094 0.365 3.746 -0.08
O 3.111 0.284 2.886 -0.06
N 1.991 -0.245 3.090 -0.57
C -0.312 2.845 2.852 -0.15
C 0.205 0.737 -2.342 -0.20
C -0.203 -4.633 2.871 -0.11
C 1.459 1.233 -1.785 -0.47
C -1.363 -5.463 -0.198 -0.10
C -1.257 -2.437 3.377 -0.12
C 1.425 3.979 -0.384 -0.38
C -3.797 -0.520 0.182 -0.48
C -2.669 3.027 -1.221 -0.15
C -1.528 5.258 -1.132 -0.12
C 3.943 2.935 -1.693 -0.18
C -0.092 5.221 2.106 -0.12
C -1.564 -3.995 -0.540 -0.53
C -3.058 -3.711 -0.664 -0.13
C 0.190 -0.687 -2.227 -0.13
C 2.071 0.082 -1.171 -0.18
C -1.322 3.748 -1.231 -0.53
C 1.595 3.825 -3.442 -0.17
C 3.728 -2.882 -0.780 -0.17
C -0.663 3.844 1.746 -0.54
C 1.449 -4.056 -2.425 -0.18
C -1.169 -3.583 2.366 -0.52
C 1.308 -1.097 -1.478 -0.34
C 1.011 -3.380 0.512 -0.39
H -1.073 -3.745 -1.494 0.08
H -0.314 -5.771 -0.211 0.07
H -0.598 5.819 -1.283 0.07
H 4.018 -2.271 0.085 0.04
H -1.889 -6.049 -0.961 0.09
H 4.055 -3.912 -0.594 0.04
H -0.252 5.972 1.325 0.06
H -3.245 -2.739 -1.126 0.06
H 4.318 3.967 -1.645 0.04
H 1.728 4.913 -3.341 0.04
H -2.233 5.566 -1.916 0.08
H 4.260 -2.516 -1.669 0.04
H 2.139 3.917 0.458 0.07
H -1.813 -5.703 0.775 0.08
H 2.274 3.482 -4.237 0.04
H 0.436 -3.947 -2.829 0.02
H 0.570 3.635 -3.782 0.02
H -0.517 -1.354 -2.710 0.10
H 4.384 2.443 -2.572 0.04
H 0.698 3.022 3.218 0.08
H 0.773 -4.167 3.013 0.08
H -0.554 5.590 3.033 0.09
H -3.393 3.587 -1.828 0.08
H -1.762 3.905 1.685 0.10
H -1.011 2.988 3.683 0.09
H 1.060 -4.483 0.587 0.05
H -0.310 -1.863 3.367 0.05
H -3.565 -3.760 0.309 0.08
H -0.555 -4.981 3.848 0.09
H -0.445 1.388 -2.934 0.09
H 0.984 5.139 2.305 0.08
H -2.100 -1.778 3.128 0.07
H -4.794 -0.437 0.626 0.04
H -3.076 2.965 -0.205 0.03
H 1.565 -5.094 -2.085 0.04
H 1.580 -2.953 1.357 0.03
H -0.375 1.789 2.548 0.00
H -1.965 5.532 -0.159 0.08
H -3.341 -1.481 0.425 -0.04
H -1.405 -2.850 4.387 0.09
H -2.163 -4.029 2.235 0.10
H -0.807 3.502 -2.176 0.07
H -0.126 -5.497 2.207 0.06
H 2.156 -3.899 -3.251 0.04
H -3.510 -4.479 -1.302 0.09
H -3.817 -0.379 -0.917 0.04
H 1.292 5.042 -0.649 0.04
H 4.265 2.399 -0.792 0.04
H 3.012 0.082 -0.623 0.11
H -2.594 2.015 -1.630 0.05
```



- relative energy (zero: lowest compared OMol25 entry of this formula, charge and spin) of number 2 (C3H26NO9)?
  0.0 kJ/mol



- Look up the relative energy (zero: lowest compared OMol25 entry of this formula, charge and spin) of the second one.
  0.0 kJ/mol